# C71H176N12O21

12 unconnected molecules or ions with the total composition C71H176N12O21 at a distorted geometry (wB97M-V/def2-TZVPD, the Open Molecules 2025 dataset).

Positions of all 280 atoms, in Å:
C 0.9600 -0.0801 -1.1144
C 0.7365 0.6938 0.1359
C -0.2872 0.0686 1.0708
O -1.5813 0.0251 0.5062
C -2.4302 1.0742 0.9512
N 1.9214 1.1328 0.8329
H 1.6689 0.3615 -1.8147
H 0.0462 -0.1801 -1.7001
H 1.4354 -1.0228 -0.8433
H 0.3304 1.6518 -0.1887
H -0.3221 0.4868 2.0768
H -0.0612 -0.9859 1.2291
H -3.4572 1.1187 0.5886
H -2.0611 2.0923 0.8269
H -2.5715 1.0679 2.0320
H 1.7826 1.7249 1.6392
H 2.4582 1.6542 0.1546
C -9.0695 -1.4097 -2.2779
C -10.0979 -2.4432 -1.7251
C -10.0771 -2.3640 -0.1519
O -10.7062 -1.1957 0.3022
C -10.7752 -1.1040 1.7144
N -11.4471 -2.0100 -2.2063
H -9.2017 -1.4060 -3.3598
H -8.0068 -1.6177 -2.1539
H -9.2448 -0.3982 -1.9115
H -9.8042 -3.4177 -2.1152
H -9.0849 -2.4223 0.2957
H -10.6484 -3.1770 0.2960
H -11.4741 -1.7439 2.2531
H -11.1052 -0.0814 1.8977
H -9.8130 -1.2587 2.2026
H -11.4897 -1.0011 -2.2251
H -12.0346 -2.1684 -1.4002
C 6.0751 11.5829 2.6870
O 4.7517 11.1191 2.8571
C 3.9081 11.4897 1.7501
C 2.3526 11.2227 2.0505
N 1.7427 9.9802 1.5632
C 2.5206 8.7917 1.9737
C 2.5413 8.4874 3.4673
O 3.2624 7.2673 3.7116
C 3.4343 7.0215 5.0731
H 6.4334 11.6990 1.6641
H 6.6718 10.9147 3.3079
H 6.2201 12.5813 3.0996
H 4.1275 10.8990 0.8607
H 4.0284 12.5415 1.4904
H 1.7920 12.0422 1.6009
H 2.1304 11.3618 3.1085
H 0.7540 9.9845 1.7698
H 3.5115 8.9182 1.5376
H 2.2093 7.8967 1.4351
H 1.5416 8.5110 3.9010
H 3.1230 9.2162 4.0318
H 4.1383 7.7649 5.4473
H 3.8634 6.0297 5.2157
H 2.5026 6.9273 5.6309
C -13.3522 4.8560 0.9362
O -12.1675 5.6497 0.9926
C -11.7984 6.4711 -0.1732
C -11.1032 5.5860 -1.2864
N -10.3300 6.3644 -2.2142
C -9.5251 5.6030 -3.1687
C -10.2075 5.0558 -4.4412
O -10.4152 6.1722 -5.2631
C -10.7212 5.7481 -6.5819
H -14.2409 5.4457 0.7111
H -13.5378 4.2679 1.8349
H -13.3816 4.1170 0.1354
H -11.0451 7.2309 0.0347
H -12.6921 7.0004 -0.5037
H -11.8686 4.9309 -1.7023
H -10.3351 4.9722 -0.8158
H -11.0490 6.7709 -2.7955
H -8.8858 4.9417 -2.5838
H -8.8594 6.3806 -3.5434
H -11.0533 4.4086 -4.2089
H -9.5096 4.3949 -4.9553
H -10.0521 4.9676 -6.9441
H -10.6824 6.6398 -7.2076
H -11.7232 5.3198 -6.5574
C 8.5715 -4.9626 3.0572
O 7.6680 -3.8913 2.9294
C 7.5184 -3.4012 1.5529
C 8.6732 -2.4189 1.2824
N 8.2445 -1.5304 0.1574
C 9.3412 -0.8302 -0.4038
C 8.9684 0.0829 -1.5826
O 7.9685 1.0556 -1.3853
C 8.0984 2.1440 -2.2735
H 8.6794 -4.9980 4.1413
H 9.4929 -4.7267 2.5248
H 8.2518 -5.9509 2.7269
H 6.5534 -2.9144 1.4117
H 7.4272 -4.2056 0.8229
H 9.5834 -2.9669 1.0390
H 8.8995 -1.8363 2.1754
H 7.5033 -0.9528 0.5277
H 10.0802 -1.5385 -0.7784
H 9.7375 -0.2310 0.4160
H 8.7495 -0.4363 -2.5156
H 9.9628 0.5237 -1.6538
H 8.7252 1.9415 -3.1419
H 8.5157 3.0304 -1.7957
H 7.0871 2.3369 -2.6317
C -5.8530 -8.5313 0.7305
O -7.1523 -9.0614 0.6065
C -7.2236 -10.2124 -0.1742
C -8.7117 -10.6915 -0.1612
N -8.8343 -12.0534 -0.6879
C -10.2299 -12.4705 -0.9861
C -10.2436 -13.8671 -1.7384
O -9.7495 -13.7421 -3.0411
C -10.0174 -14.9027 -3.7827
H -5.1813 -9.2877 1.1364
H -5.8968 -7.8420 1.5737
H -5.4854 -8.0351 -0.1677
H -6.6185 -11.0037 0.2683
H -6.9092 -10.0404 -1.2036
H -9.3797 -9.9556 -0.6088
H -8.9854 -10.8069 0.8876
H -8.2711 -12.1598 -1.5195
H -10.6931 -11.6925 -1.5930
H -10.6569 -12.5503 0.0136
H -11.2066 -14.3571 -1.5943
H -9.6365 -14.4853 -1.0771
H -9.3452 -15.7478 -3.6340
H -10.0789 -14.6604 -4.8436
H -11.0360 -15.2845 -3.7147
C 10.8055 4.7038 4.7026
O 12.1015 4.1783 4.9166
C 12.3325 4.1520 6.3450
C 13.6908 3.5656 6.3250
N 14.1986 3.6352 7.6765
C 15.4104 2.9109 7.8732
C 15.6042 2.5800 9.3856
O 14.6939 1.5118 9.7205
C 15.0600 0.8260 10.8740
H 10.0594 4.1313 5.2538
H 10.3701 4.6628 3.7042
H 10.7995 5.7528 4.9989
H 11.6313 3.5057 6.8729
H 12.1167 5.1551 6.7129
H 14.3111 4.0925 5.5999
H 13.6153 2.5142 6.0473
H 13.5083 3.2821 8.3236
H 16.2528 3.5610 7.6371
H 15.4679 2.0415 7.2182
H 15.3651 3.4263 10.0295
H 16.6126 2.1871 9.5153
H 14.2601 0.1177 11.0899
H 15.3780 1.5001 11.6693
H 15.8879 0.1343 10.7183
C 17.7113 -7.9607 -5.4731
O 16.8784 -6.9756 -4.9673
C 15.8550 -6.5186 -5.8565
C 15.0440 -5.3446 -5.2827
N 14.2527 -5.6335 -4.0488
C 13.1596 -6.6310 -4.2024
C 12.2813 -6.2165 -5.3657
O 11.1326 -7.0191 -5.5717
C 10.1672 -6.8105 -4.5023
H 17.1413 -8.6551 -6.0904
H 18.0514 -8.5809 -4.6438
H 18.5753 -7.5743 -6.0138
H 15.0732 -7.2342 -6.1112
H 16.4151 -6.3011 -6.7660
H 14.3749 -4.8955 -6.0168
H 15.7710 -4.5800 -5.0090
H 14.8874 -5.9517 -3.3305
H 12.6106 -6.6034 -3.2612
H 13.6025 -7.6202 -4.3179
H 12.8026 -6.1328 -6.3193
H 12.0184 -5.1637 -5.2630
H 10.5101 -7.2563 -3.5686
H 9.1638 -7.1994 -4.6754
H 10.0290 -5.7529 -4.2773
C -6.1426 3.3963 8.9335
O -5.9807 4.6015 8.2128
C -7.0314 5.4525 8.2683
C -6.8911 6.8042 7.5406
N -5.6145 7.4372 7.7860
C -5.5720 8.1213 9.0413
C -4.1723 8.6061 9.2949
O -3.3126 7.5545 9.6601
C -2.0903 7.9601 10.1773
H -6.1397 3.4969 10.0189
H -5.4385 2.6703 8.5270
H -7.1298 3.0166 8.6702
H -7.3051 5.7126 9.2908
H -7.9765 5.0505 7.9030
H -7.7161 7.4576 7.8245
H -6.8947 6.5683 6.4765
H -4.9823 6.6685 7.9575
H -6.0045 7.4895 9.8171
H -6.2062 9.0069 9.0009
H -4.2750 9.2903 10.1372
H -3.7672 9.1606 8.4483
H -1.5561 8.6452 9.5190
H -1.5456 7.0398 10.3880
H -2.1881 8.4533 11.1444
C -4.9527 -7.4215 -8.0830
O -5.5015 -8.1075 -9.1417
C -6.9061 -8.4145 -9.0087
C -7.4615 -9.1995 -10.2356
N -6.7710 -10.4927 -10.2877
C -7.0840 -11.4116 -11.3695
C -8.4473 -12.1291 -11.2454
O -8.6593 -12.7960 -12.4951
C -9.9017 -13.4399 -12.6615
H -3.8849 -7.2507 -8.2198
H -5.0255 -7.8832 -7.0983
H -5.3136 -6.4009 -7.9560
H -7.5152 -7.5244 -8.8510
H -6.9309 -9.0141 -8.0987
H -7.1706 -8.6313 -11.1192
H -8.5417 -9.2539 -10.1003
H -5.8280 -10.1849 -10.4774
H -6.2691 -12.1354 -11.3806
H -7.0157 -10.8254 -12.2859
H -9.2054 -11.3543 -11.1308
H -8.4444 -12.8906 -10.4655
H -10.0824 -14.1052 -11.8172
H -9.8808 -14.0571 -13.5597
H -10.7562 -12.7643 -12.6234
C 0.1330 -10.2499 10.1230
O 0.9010 -9.0110 9.9590
C 0.8859 -8.5699 8.5986
C 1.4476 -7.1474 8.5594
N 0.5043 -6.2510 9.2082
C 0.7174 -4.8606 8.9036
C -0.1575 -3.9192 9.7080
O 0.4552 -3.9140 11.0055
C 0.7721 -2.6552 11.5794
H 0.6472 -11.1655 9.8311
H -0.8110 -10.2223 9.5787
H -0.1644 -10.4263 11.1567
H -0.0667 -8.5988 8.0696
H 1.5807 -9.1459 7.9875
H 1.6043 -6.8587 7.5201
H 2.4356 -7.1904 9.0180
H 0.9563 -6.2255 10.1111
H 0.5342 -4.6832 7.8439
H 1.7895 -4.6690 8.9468
H -1.1685 -4.3264 9.7215
H -0.1796 -2.9179 9.2779
H 1.5256 -2.1920 10.9423
H 1.1343 -2.7370 12.6042
H -0.0932 -1.9939 11.6237
C 0.6531 11.2356 -9.1872
C -0.3035 11.0428 -8.0086
C -1.7679 11.2082 -8.4759
C -2.2201 9.9783 -9.3424
C -1.9694 8.6532 -8.5991
C -0.5178 8.5193 -7.9348
N -0.1817 9.7836 -7.2438
O 0.9919 9.6515 -6.5469
C -0.6736 7.3400 -6.9691
C 0.5968 8.0476 -8.9370
C -0.0625 12.2267 -7.0457
H 0.7666 12.2851 -9.4589
H 0.3592 10.7020 -10.0910
H 1.6493 10.9803 -8.8259
H -2.3525 11.3020 -7.5607
H -1.9261 12.1819 -8.9397
H -1.7700 10.0486 -10.3326
H -3.2829 10.1077 -9.5470
H -1.8991 7.9288 -9.4105
H -2.8048 8.2356 -8.0372
H -1.3941 7.4003 -6.1535
H -0.9134 6.4658 -7.5743
H 0.2698 7.0700 -6.4946
H 0.5402 8.6485 -9.8446
H 1.6394 8.2345 -8.6795
H 0.5377 7.0024 -9.2404
H -0.8301 12.1186 -6.2795
H -0.2338 13.1759 -7.5534
H 0.9219 12.1252 -6.5887
H 0.7418 9.6496 -5.6200

Summary:
**Relative energy (zero: lowest compared OMol25 entry of this formula, charge and spin)**: 77.1 kcal/mol
**Molecular weight**: 1534.25 g mol⁻¹
**SMILES**: CC1(C)CCCC(C)(C)N1O.COC[C@H](C)N.COC[C@H](C)N.COCCNCCOC.COCCNCCOC.COCCNCCOC.COCCNCCOC.COCCNCCOC.COCCNCCOC.COCCNCCOC.COCCNCCOC.COCCNCCOC
**Total charge**: 0
**Energy**: -137337.277 eV